# C2H9NS

A 2-piece molecular cluster, C2H9NS overall in a non-equilibrium geometry (ωB97M-V/def2-TZVPD, the Open Molecules 2025 dataset).

Last column: Löwdin charge in e.
Geometry (Å):
H 1.9617 -2.4464 0.1821  0.0254
H 1.1178 -0.9021 -0.1451  0.0299
H -0.6363 4.1690 1.9354  -0.0036
H -0.5612 4.4870 3.5261  0.0042
C 1.0715 -1.9790 -0.2360  -0.4106
H -0.9368 -0.9773 -2.3974  0.0264
H 0.2444 -2.4785 0.2624  0.0183
H 0.3769 5.2707 2.5569  -0.0068
H -1.2888 -2.6667 -2.9721  0.0230
C -0.8894 -2.0390 -2.1832  -0.4159
H -1.3319 -2.2830 -1.2249  0.0172
N -0.0002 4.3520 2.6909  0.0062
S 0.8722 -2.5067 -1.9950  0.6861

Cartesian forces (eV/Å) of the 6 atoms listed first:
H 0.20 0.18 -0.26
H -0.21 0.09 0.19
H -0.25 -0.02 -0.30
H -0.15 -0.39 0.02
C -0.05 -1.06 -0.83
H -0.36 0.02 -0.10

Output
Energy above the lowest of the compared OMol25 structures with the same formula, charge and spin: 26.4 kJ/mol
HOMO energy: -8.471 eV
LUMO energy: 0.0393 hartree
2S+1: 1

---

# C2H9NS

A 2-piece molecular cluster, C2H9NS overall in a non-equilibrium geometry (ωB97M-V/def2-TZVPD, the Open Molecules 2025 dataset).

Last column: Löwdin charge in e.
Geometry (Å):
H 0.3284 -2.0523 -1.1614  0.0976
S 2.1880 0.9993 1.5293  0.5472
N -0.2147 -0.0661 -0.7212  -0.2563
H -0.6986 -1.8358 0.5630  0.0899
H -1.5436 -1.7636 -0.9980  0.0415
H 0.6932 0.2038 -0.0415  0.0194
H -1.9875 0.5115 0.0597  0.0542
C -0.5676 -1.5545 -0.5819  -0.1459
H -1.8767 0.7715 -1.6214  0.0755
H -0.8777 1.8434 -0.5923  0.0616
H 3.1685 1.7484 1.5063  -0.3170
C -1.3128 0.8799 -0.6824  -0.1773
H 2.7012 0.3146 2.7418  -0.0904

Cartesian forces (eV/Å) of the 6 atoms listed first:
H -2.12 0.26 1.54
S -1.75 -3.36 2.61
N 3.34 -1.05 1.49
H 0.68 0.15 -2.18
H 0.00 0.04 -0.63
H -3.77 -1.12 -2.47

Output
Energy above the lowest of the compared OMol25 structures with the same formula, charge and spin: 211.5 kJ/mol
HOMO energy: -7.995 eV
LUMO energy: 0.0206 hartree
2S+1: 1

---

# C2H9NS

A 2-piece molecular cluster, C2H9NS overall (ωB97M-V/def2-TZVPD, the Open Molecules 2025 dataset).

Last column: Löwdin charge in e.
Geometry (Å):
C 1.6478 0.4783 -1.0035  -0.1796
H -3.1040 0.2751 0.9964  0.0208
H -1.8192 0.8648 0.0173  0.0230
H 2.7104 0.7055 -1.1410  0.0704
H -0.6556 -1.5204 -0.3404  -0.1941
H 1.3547 -0.0207 -1.9206  0.0562
S -1.9094 -1.5529 0.1313  0.6161
H -1.4744 0.2091 1.7254  0.0198
N 1.4016 -0.3805 0.1557  -0.0757
H 1.0674 1.3956 -0.8936  0.0665
C -2.0372 0.1362 0.7951  -0.4977
H 2.1860 -0.5460 0.7644  0.0580
H 0.6319 -0.0442 0.7137  0.0164

Cartesian forces (eV/Å) of the 6 atoms listed first:
C 0.19 -0.07 0.31
H 0.20 -0.11 0.23
H 0.46 0.10 0.26
H -0.18 0.16 0.28
H 0.07 0.14 0.13
H -0.28 -0.09 -0.19

Output
Energy above the lowest of the compared OMol25 structures with the same formula, charge and spin: 55.0 kJ/mol
HOMO energy: -8.863 eV
LUMO energy: 0.0352 hartree
2S+1: 1

---

# C2H9NS2

A 2-piece molecular cluster, C2H9NS2 overall in a non-equilibrium geometry (ωB97M-V/def2-TZVPD, the Open Molecules 2025 dataset).

Last column: Löwdin charge in e.
Geometry (Å):
H -0.8074 -1.6314 3.1329  0.0443
H 1.9070 -0.7449 0.8012  0.0145
C 1.3051 -1.2272 1.5765  -0.1402
H 1.5935 -0.8078 2.5355  0.0571
S -1.1264 1.1044 -1.4126  -0.1129
H 1.5135 -2.2955 1.5147  0.0590
C -0.1744 -0.9961 1.2712  -0.3888
S 1.0312 1.0970 -1.2295  -0.1021
H -1.0983 -2.7438 1.9540  0.0444
H -0.4425 0.0358 1.5034  0.0919
H 1.2667 0.6911 -2.4779  -0.3011
N -1.0718 -1.7537 2.1635  -0.0405
H -1.7563 0.1785 -0.6391  -0.3045
H -0.3289 -1.3850 0.2742  0.0789

Cartesian forces (eV/Å) of the 6 atoms listed first:
H 0.04 -0.10 -0.01
H -0.02 0.06 0.12
C -0.01 0.22 -0.69
H 0.06 -0.14 0.30
S -3.40 0.33 -0.31
H 0.11 -0.12 0.29

Output
Energy above the lowest of the compared OMol25 structures with the same formula, charge and spin: 51.2 kJ/mol
HOMO energy (spin up / spin down): -0.152 / -3.690 eV
LUMO energy (spin up / spin down): 0.1404 / 0.1400 hartree
2S+1: 2
Charge: -1
⟨S²⟩: 0.7537

---

# C2H9NS2

A 2-piece molecular cluster, C2H9NS2 overall in a non-equilibrium geometry (ωB97M-V/def2-TZVPD, the Open Molecules 2025 dataset).

Last column: Löwdin charge in e.
Geometry (Å):
H -0.5337 -1.5528 -0.1871  0.0615
H -1.9325 0.6400 1.4383  0.0440
H 0.6132 -0.2018 0.2965  0.0893
N -0.4013 -1.4677 1.8693  -0.0476
H -1.3526 1.2182 -0.2615  0.0920
S 1.9925 2.4027 -1.5283  0.2184
H 0.0545 -0.8205 2.5193  0.0372
C -1.6054 0.3191 0.4618  -0.1238
C -0.4185 -0.7062 0.4270  -0.2698
H 2.4594 1.3182 -0.9214  -0.2320
H 1.6411 0.0963 -2.5422  -0.2127
H 0.2703 -2.2284 1.6554  0.0426
S 1.7046 1.2449 -3.2509  0.2204
H -2.4918 -0.2620 0.0239  0.0805

Cartesian forces (eV/Å) of the 6 atoms listed first:
H -0.29 -0.45 -1.40
H 0.46 0.17 0.34
H -1.66 -0.73 -0.10
N 0.70 0.89 -2.66
H -0.71 -1.68 1.59
S -0.16 -0.02 -0.02

Output
Energy above the lowest of the compared OMol25 structures with the same formula, charge and spin: 154.1 kJ/mol
HOMO energy: -8.743 eV
LUMO energy: 0.0054 hartree
2S+1: 1

---

# C2H9NS2

A 2-piece molecular cluster, C2H9NS2 overall in a non-equilibrium geometry (ωB97M-V/def2-TZVPD, the Open Molecules 2025 dataset).

Last column: Löwdin charge in e.
Geometry (Å):
H 1.5359 -2.1553 -2.4701  0.0934
C -0.0249 -0.6951 -2.1089  -0.1648
S -1.1846 0.5427 1.9198  0.2072
C 0.9510 -1.7846 -1.6462  -0.3462
H -0.4125 -0.9704 -3.0982  0.0707
H 1.1682 -1.3480 0.2808  0.0416
H -0.8846 -0.7267 -1.4256  0.0413
H -0.1769 0.3803 2.8581  -0.1775
S -0.2824 1.4690 0.2501  0.2626
H 0.2882 -2.5978 -1.3230  0.0975
H 2.4958 -2.0203 -0.2618  0.0577
H 0.3625 0.3189 -2.1169  0.0237
H 0.5350 2.3947 0.8075  -0.1829
N 1.7865 -1.3464 -0.5268  -0.0242

Cartesian forces (eV/Å) of the 6 atoms listed first:
H 0.50 0.01 -0.24
C -0.40 -0.65 -0.01
S 0.48 0.38 0.51
C -0.70 0.05 0.37
H 0.08 0.18 0.13
H 0.12 0.43 0.08

Output
Energy above the lowest of the compared OMol25 structures with the same formula, charge and spin: 91.6 kJ/mol
HOMO energy: -8.742 eV
LUMO energy: 0.0063 hartree
2S+1: 1

---

# C2H9NSi

A 2-piece molecular cluster, C2H9NSi overall in a non-equilibrium geometry (ωB97M-V/def2-TZVPD, the Open Molecules 2025 dataset).

Last column: Löwdin charge in e.
Geometry (Å):
H 1.2398 -0.9944 0.6102  0.0082
H -1.5808 -1.5734 -0.0535  0.0046
H 2.5529 -0.4147 -0.4399  0.0438
H -1.8620 1.7548 -0.4654  -0.0617
Si -1.0056 0.6414 0.0929  0.5796
N -2.0310 -0.7102 0.0147  -0.1336
H -2.8691 -0.5804 0.5386  0.0146
H 1.1347 1.2740 -1.2398  0.0537
H 1.8664 0.5069 0.7406  0.0176
C 1.6859 -0.2635 0.0840  -0.2100
H -0.2851 0.5142 2.7618  -0.0617
H 0.4889 -0.4895 -1.7189  0.0902
C 0.6649 0.3348 -0.9254  -0.3453

Cartesian forces (eV/Å) of the 6 atoms listed first:
H -0.81 -3.13 1.68
H 0.03 -1.75 0.35
H 2.23 -1.29 -0.97
H 0.44 -0.02 0.68
Si 1.26 0.20 -0.29
N 0.30 1.97 -0.50

Output
Energy above the lowest of the compared OMol25 structures with the same formula, charge and spin: 427.8 kJ/mol
HOMO energy (spin up / spin down): -8.700 / -7.573 eV
LUMO energy (spin up / spin down): -0.0101 / -0.0104 hartree
2S+1: 1

---

# C2H9O

A 3-piece molecular cluster, C2H9O overall (ωB97M-V/def2-TZVPD, the Open Molecules 2025 dataset).

Last column: Löwdin charge in e.
Geometry (Å):
O 2.4510 2.8707 -0.8012  -0.0717
H 0.4223 -1.5509 -0.6227  0.1191
H -2.6287 -1.9078 -0.1513  0.1250
H 0.2720 0.9959 2.4608  0.0306
H 2.7631 3.1078 -1.6840  0.0391
C -0.5767 -1.2546 -0.3262  -0.0391
H -0.2253 0.5216 2.7418  0.0172
H 2.0275 3.6538 -0.4393  0.0315
H -0.8094 -0.1982 -0.6040  0.1722
H -1.4573 -3.1562 -0.8601  0.1296
C -1.6221 -2.1571 -0.4590  0.3066
H -0.6163 -0.9249 0.7452  0.1399

Cartesian forces (eV/Å) of the 6 atoms listed first:
O -0.07 -0.26 -0.13
H -0.06 -0.06 -0.04
H -0.17 0.09 0.05
H 0.02 -0.01 -0.06
H -0.08 0.10 0.25
C 0.59 0.65 0.12

Output
Energy above the lowest of the compared OMol25 structures with the same formula, charge and spin: 163.8 kJ/mol
HOMO energy: -14.109 eV
LUMO energy: -0.2909 hartree
2S+1: 1
Charge: +1

---

# C2H9O2

A 2-piece molecular cluster, C2H9O2 overall (ωB97M-V/def2-TZVPD, the Open Molecules 2025 dataset).

Last column: Löwdin charge in e.
Geometry (Å):
C 0.8727 -0.8825 1.1477  -0.0482
H 0.1475 -1.6702 0.9332  0.0909
O -0.7682 0.6392 0.0654  0.0739
H -0.2419 0.8175 2.0478  0.1352
H -0.7807 -0.5257 -2.9556  0.1230
C 0.2659 0.5076 1.1391  -0.1293
H -1.6223 0.2682 0.3430  0.1768
H -0.4492 0.9870 -2.8080  0.1203
O -0.7824 0.2113 -2.3313  0.0549
H -0.6057 0.4148 -0.9704  0.0899
H 1.6499 -0.9508 0.3871  0.0889
H 1.3212 -1.0930 2.1059  0.0907
H 0.9933 1.2766 0.8963  0.1329

Cartesian forces (eV/Å) of the 6 atoms listed first:
C -0.11 0.17 -0.53
H -0.13 0.14 0.20
O -0.28 0.10 0.04
H -0.14 -0.21 -0.01
H 0.05 -0.14 0.23
C 0.32 -0.18 -0.20

Output
Energy above the lowest of the compared OMol25 structures with the same formula, charge and spin: 7.4 kJ/mol
HOMO energy: -17.104 eV
LUMO energy: -0.1334 hartree
2S+1: 1
Charge: +1

---

# C2H9OS

A 2-piece molecular cluster, C2H9OS overall in a non-equilibrium geometry (ωB97M-V/def2-TZVPD, the Open Molecules 2025 dataset).

Last column: Löwdin charge in e.
Geometry (Å):
H -1.4084 -0.4966 1.2748  0.0637
H -1.7367 -0.1296 -0.4447  0.0541
H -1.1039 -1.6236 -0.0923  0.0728
H 1.7181 -2.0754 0.7463  0.0648
H -0.3990 2.9845 -2.1165  0.0732
S 0.6123 0.0349 0.0874  1.0216
H 2.4460 -0.5352 1.4773  0.0608
O -0.5402 2.1362 -1.6801  -0.0734
H -1.4956 2.0906 -1.5597  0.0585
C -1.0555 -0.5885 0.2636  -0.2991
C 1.5650 -1.1125 1.2164  -0.1777
H 0.8301 -1.2139 2.0150  0.0665
H 0.5678 0.5290 -1.1874  0.0141

Cartesian forces (eV/Å) of the 6 atoms listed first:
H 0.02 0.16 0.34
H 0.13 0.73 0.14
H 0.28 -0.06 0.50
H 0.39 -0.04 0.00
H 0.20 -0.05 -0.03
S -1.52 1.40 2.02

Output
Energy above the lowest of the compared OMol25 structures with the same formula, charge and spin: 125.3 kJ/mol
HOMO energy: -15.395 eV
LUMO energy: -0.1641 hartree
2S+1: 1
Charge: +1

---

Please write out number 5 again, unchanged.
# C2H9NS2

A 2-piece molecular cluster, C2H9NS2 overall in a non-equilibrium geometry (ωB97M-V/def2-TZVPD, the Open Molecules 2025 dataset).

Last column: Löwdin charge in e.
Geometry (Å):
H -0.5337 -1.5528 -0.1871  0.0615
H -1.9325 0.6400 1.4383  0.0440
H 0.6132 -0.2018 0.2965  0.0893
N -0.4013 -1.4677 1.8693  -0.0476
H -1.3526 1.2182 -0.2615  0.0920
S 1.9925 2.4027 -1.5283  0.2184
H 0.0545 -0.8205 2.5193  0.0372
C -1.6054 0.3191 0.4618  -0.1238
C -0.4185 -0.7062 0.4270  -0.2698
H 2.4594 1.3182 -0.9214  -0.2320
H 1.6411 0.0963 -2.5422  -0.2127
H 0.2703 -2.2284 1.6554  0.0426
S 1.7046 1.2449 -3.2509  0.2204
H -2.4918 -0.2620 0.0239  0.0805

Cartesian forces (eV/Å) of the 6 atoms listed first:
H -0.29 -0.45 -1.40
H 0.46 0.17 0.34
H -1.66 -0.73 -0.10
N 0.70 0.89 -2.66
H -0.71 -1.68 1.59
S -0.16 -0.02 -0.02

Output
Energy above the lowest of the compared OMol25 structures with the same formula, charge and spin: 154.1 kJ/mol
HOMO energy: -8.743 eV
LUMO energy: 0.0054 hartree
2S+1: 1

---

Question: Which of these has the lowest energy above the lowest of the compared OMol25 structures with the same formula, charge and spin?
Answer: C2H9O2